[1]
C24H48Cl24 | ωB97M-V/def2-TZVPD

As for the SMILES: ClCCCl.ClCCCl.ClCCCl.ClCCCl.ClCCCl.ClCCCl.ClCCCl.ClCCCl.ClCCCl.ClCCCl.ClCCCl.ClCCCl. The HOMO energy is -0.3879 hartree. For the energy above the lowest of the compared OMol25 structures with the same formula, charge and spin, the calculation gives 330.3 kJ/mol. The LUMO energy is -0.00184 Ha. Its HOMO-LUMO gap is 10.51 eV. Its largest force on an atom is 1.7 eV Å⁻¹. The value obtained for the total energy is -11987.82314 hartree.

Atoms and positions in Å:
H 7.38 -25.10 0.31
C 13.79 -23.69 0.34
Cl 13.47 -34.35 -1.27
C 9.87 -20.41 4.48
H 7.50 -36.83 4.66
H 9.43 -23.68 13.04
Cl 4.81 -23.76 0.08
C 8.16 -30.49 -4.82
H 12.56 -33.65 12.37
H 0.09 -26.63 4.96
H 13.35 -37.77 7.73
Cl 8.69 -28.93 -5.55
Cl 9.29 -24.59 9.49
Cl 11.15 -34.13 10.61
H 0.62 -28.23 4.68
H 10.53 -28.44 5.89
C 19.52 -27.91 7.89
H 18.24 -29.74 8.19
C 10.38 -28.51 4.81
H 10.62 -23.62 11.77
H 14.93 -31.86 -0.58
Cl 14.47 -32.95 10.46
H 14.77 -34.78 0.70
H 2.13 -26.59 5.98
H 15.88 -24.03 -0.21
Cl 16.07 -32.15 1.37
C 7.41 -35.78 4.36
H 8.13 -23.41 11.11
H 15.31 -36.48 7.15
H 7.36 -30.29 -4.11
Cl 11.21 -31.01 5.10
C 8.68 -24.35 11.14
H 11.24 -32.51 12.23
H 2.40 -25.63 4.65
Cl 15.75 -22.10 1.27
H 18.53 -29.45 6.54
H 8.36 -19.27 3.49
C 8.48 -19.73 4.47
H 6.82 -36.40 2.27
Cl 21.20 -28.70 7.93
Cl 5.91 -35.12 5.02
H 19.27 -27.54 8.89
H 8.32 -18.84 5.08
C 12.97 -32.09 10.94
H 13.31 -31.32 11.64
Cl 7.60 -24.43 -1.96
C 15.39 -32.74 -0.13
H 13.41 -24.59 -0.14
H 14.62 -38.85 7.10
Cl 10.23 -25.86 12.71
Cl 7.19 -20.95 4.65
H 9.37 -28.89 4.66
C 9.79 -24.21 12.15
H 9.96 -21.12 3.66
H 10.26 -31.24 -4.72
H 13.19 -23.59 1.25
H 7.93 -25.11 11.36
H 15.54 -24.40 1.50
H 5.04 -26.03 0.13
C 14.77 -36.87 6.29
C 2.19 -26.67 4.90
H 13.60 -33.56 0.88
Cl 7.09 -34.09 2.21
Cl 10.49 -26.94 4.11
H 10.12 -20.90 5.42
C 5.43 -25.30 -0.59
H 7.26 -26.41 -0.75
Cl 12.93 -38.81 5.64
C 18.42 -28.93 7.49
H 9.06 -32.07 -3.75
H 11.21 -29.76 3.15
C 14.37 -33.90 0.19
H 12.61 -31.52 10.09
C 6.94 -25.38 -0.64
Cl 11.09 -19.16 4.01
H 8.20 -35.22 4.86
H 19.53 -27.11 7.15
Cl 3.58 -27.63 4.34
H 7.70 -31.13 -5.57
H 5.06 -25.48 -1.60
C 9.39 -31.09 -4.09
Cl 13.16 -22.42 -0.77
H 14.27 -36.06 5.77
C 15.30 -23.74 0.67
C 12.01 -33.03 11.67
C 13.95 -38.02 6.85
C 0.83 -27.20 4.40
Cl 16.89 -28.11 7.56
Cl 0.56 -26.92 2.60
C 11.33 -29.51 4.20
H 12.35 -29.18 4.42
Cl 16.05 -37.60 5.33
H 8.45 -35.97 2.41
C 7.47 -35.72 2.81
H 16.20 -33.09 -0.77
Cl 9.86 -30.19 -2.64



[2]
C27H43N3O5PSi2Ta | ωB97M-V/def2-TZVPD

The HOMO energy is -0.5034 hartree. For the energy above the lowest of the compared OMol25 structures with the same formula, charge and spin, the calculation gives 159.4 kJ/mol. Its total charge is +2. The LUMO energy is -0.23434 Ha. Its HOMO-LUMO gap is 7.32 eV. Its largest force on an atom is 0.7 eV Å⁻¹. The value obtained for the total energy is -2572.10493 hartree.

Atoms and positions in Å:
H 2.63 3.66 0.29
H 0.35 -2.81 -3.50
H -1.62 -3.61 -2.17
C 0.07 1.14 2.85
C -1.98 2.97 5.39
H 4.77 1.34 0.19
H 2.97 -2.89 1.66
H -1.47 -4.05 1.87
H 3.96 -1.45 2.02
H -0.73 2.84 -4.83
C 1.97 -1.37 2.82
H 3.59 0.42 1.12
H -1.42 -3.65 3.59
H -3.34 4.27 2.58
C -1.79 2.84 -2.95
H -4.11 1.05 0.03
C -0.23 -2.37 2.37
H -5.19 -1.87 -2.74
C 0.20 1.55 -3.40
H -0.03 -1.15 -3.96
H 3.89 -1.69 -3.76
N -0.89 1.41 -1.29
H -3.21 0.79 1.55
C 3.20 -2.13 2.40
C 3.21 2.41 -2.34
C 0.15 1.07 -2.08
C -4.90 -2.68 -2.07
H 1.36 -1.97 -4.65
H 4.33 -0.35 -2.71
C 0.79 -2.18 3.19
C 3.52 -0.75 -3.32
H -3.54 4.40 5.04
H -4.57 -3.54 -2.64
C -0.94 2.03 3.44
H 2.45 2.98 -2.87
N 2.01 -0.10 2.86
H 2.41 -3.56 -1.67
H -2.35 -2.64 2.47
C 1.15 0.21 -1.36
C 3.92 0.66 0.11
C -1.83 2.28 -1.70
H -5.72 -2.94 -1.42
H -2.60 2.53 -0.98
Si 1.97 -1.23 -2.39
Si 2.56 1.53 -0.82
H 1.01 1.25 -4.05
C 1.83 2.91 0.21
H 3.44 -2.44 -0.81
H 0.80 -2.71 4.14
H -2.05 3.05 6.47
C -0.77 2.44 -3.82
H 3.60 -2.64 3.27
C -1.17 -3.14 -1.30
H 4.28 -0.24 -0.38
H 1.53 2.67 1.22
C -1.04 2.13 4.83
C -3.66 0.31 0.69
N 0.99 0.57 3.48
O -0.09 0.94 1.48
H 1.77 -2.64 -0.30
C -2.70 3.65 3.21
H 1.00 3.40 -0.30
H 3.93 3.14 -1.96
H -0.38 1.54 5.45
H -2.53 3.56 -3.26
O -1.33 -1.68 -1.44
C -2.81 3.73 4.59
H -0.11 -3.33 -1.27
O -3.80 -2.25 -1.20
C -1.77 2.81 2.63
O -2.60 -0.40 -0.02
H 3.34 -0.07 -4.15
H 3.75 1.79 -3.06
O -0.23 -1.74 1.13
H -1.65 2.79 1.56
Ta -0.37 -0.20 0.07
C 0.79 -1.84 -3.73
C -1.44 -3.23 2.59
H -4.40 -0.43 1.00
C 2.42 -2.59 -1.18
H -1.66 -3.46 -0.39
P -2.87 -1.04 -1.58



[3]
C29H41BN9PdSi2Te | ωB97M-V/def2-TZVPD

The HOMO energy (spin up / spin down) is -0.1025 / -0.1025 hartree. For the energy above the lowest of the compared OMol25 structures with the same formula, charge and spin, the calculation gives 58.7 kJ/mol. Its total charge is -1. The LUMO energy (spin up / spin down) is 0.07771 / 0.07771 Ha. Its HOMO-LUMO gap (spin up / spin down) is 4.90 / 4.90 eV. Its largest force on an atom is 0.9 eV Å⁻¹. The value obtained for the total energy is -2622.39200 hartree.

Atoms and positions in Å:
C -3.90 0.94 -1.44
H 3.85 0.22 -5.67
Pd -0.97 -0.31 -3.75
H 7.65 0.33 2.09
C -4.25 -0.25 -0.79
H -6.13 2.35 3.52
C -3.29 0.88 -2.68
H 3.69 -0.90 2.61
H 7.04 -1.29 1.74
H 5.06 1.19 -1.10
H -0.53 0.50 5.57
H -0.55 -2.72 -1.09
H 3.91 -1.62 1.03
H 1.90 -3.98 -1.08
H 1.99 0.33 3.56
N -5.15 0.89 1.21
N 1.98 -0.24 -4.81
C 5.70 0.49 -0.56
C 1.23 0.67 2.86
H -1.93 1.06 1.67
H -4.91 1.82 0.92
H 2.63 -0.68 -7.97
H -0.90 -2.52 3.90
H 5.83 2.81 1.66
H -4.24 -2.38 -0.99
H 0.14 -2.50 2.47
H 3.43 0.28 -3.18
C -6.20 1.27 3.49
C 6.77 -0.33 2.17
C 2.03 2.45 -2.21
H 4.91 2.14 3.02
H 2.99 2.35 -1.74
Si 5.30 0.42 1.26
C -5.74 0.53 2.40
C -0.06 -2.02 3.43
C 5.00 2.14 1.93
H -1.48 1.57 4.54
H -0.87 3.50 -3.23
H -3.01 1.79 -3.20
H -3.15 -2.33 -3.23
H -2.11 -0.02 4.97
C -5.83 -0.87 2.35
C 0.40 -2.38 -1.49
H 1.15 1.76 2.94
H 0.11 -1.37 -7.08
C -4.90 -0.26 0.51
Te 1.94 0.16 0.89
H -4.07 1.91 -1.00
C 3.81 -0.67 1.55
C 1.65 -3.02 -1.48
N 1.76 -1.02 -2.42
N 0.80 -0.74 -5.23
H 4.08 2.55 1.52
N -5.30 -1.33 1.16
H -7.29 -1.37 5.34
C 1.10 3.47 -2.16
N 0.47 -1.18 -2.05
H 6.74 0.82 -0.70
C -3.97 -1.44 -1.45
C -6.85 -0.85 4.50
C 2.49 -2.11 -2.09
H -1.09 -0.21 0.78
C -1.20 0.53 4.71
C 0.94 -0.96 -6.53
C -6.39 -1.57 3.41
Si -0.40 -0.20 3.17
N 1.54 1.48 -2.99
C -6.76 0.55 4.54
C 2.22 -0.61 -6.97
H 5.59 -0.48 -1.03
N 0.32 1.82 -3.48
C 2.85 -0.15 -5.83
H 3.53 -2.16 -2.33
H -7.13 1.08 5.40
C -1.56 0.03 1.73
B 2.23 0.14 -3.33
H 6.56 -0.48 3.23
H -2.43 -0.62 1.84
C -3.36 -1.42 -2.69
H 1.18 4.40 -1.62
H 0.82 -2.17 4.06
H -6.46 -2.65 3.37
N -2.98 -0.27 -3.31
C 0.06 3.01 -2.97



[4]
C9H22FO21PS5Si | ωB97M-V/def2-TZVPD

As for the SMILES: O=[PH2][Si@@H](COO)S(=O)(=O)F.O=S1(=O)OCCO1.O=S1(=O)OCCO1.O=S1(=O)OCCO1.O=S1(=O)OCCO1. The HOMO energy is -0.3921 hartree. The LUMO energy is -0.02282 Ha. Its HOMO-LUMO gap is 10.05 eV. Its largest force on an atom is 1.1 eV Å⁻¹. The value obtained for the total energy is -4657.61764 hartree.

Atoms and positions in Å:
H 2.89 4.25 -4.45
H 5.37 2.59 0.13
H 5.58 6.22 -1.12
O -5.82 -7.58 6.02
S 2.77 8.18 -2.61
O 5.44 4.15 -2.44
H 0.49 4.27 -1.68
H 4.36 1.20 -1.95
O 2.15 4.22 -2.57
O -4.98 -5.87 4.45
H -3.75 -1.84 -2.34
O -7.38 -6.32 4.57
O -2.85 2.32 -2.22
P 5.48 5.64 -2.40
H -3.69 -5.57 2.85
O 3.46 -0.99 1.46
S -3.68 1.45 -1.46
C -3.24 -0.91 -2.11
C 4.93 1.60 0.11
Si 3.67 6.37 -3.52
H -2.36 -0.81 -2.75
H 5.72 0.84 0.04
O -0.64 -4.15 -0.41
H 1.51 5.38 -4.16
H 1.41 -2.29 1.45
O 0.45 -4.09 1.79
H -3.29 -6.92 3.93
C -2.89 -0.78 -0.65
O -4.82 1.93 -0.78
H -5.60 -6.76 1.93
O -1.84 -4.91 1.61
O 3.08 0.35 -0.55
H -4.40 -8.06 2.08
O -2.74 0.64 -0.45
H 1.38 -2.81 3.15
C -4.10 -6.38 3.44
C 3.91 1.44 -0.99
O 4.18 1.37 1.32
C -4.97 -7.32 2.62
H 3.29 2.33 -1.10
C 0.81 -2.76 2.22
C 2.43 4.95 -3.76
O -4.11 0.20 -2.37
O 1.79 0.83 1.49
S 3.03 0.30 1.04
O 1.14 4.95 -1.88
F 1.30 7.81 -2.21
H -1.01 -2.31 3.32
H -0.40 -0.96 2.33
C -0.51 -2.04 2.39
S -6.12 -6.93 4.79
H 6.62 6.11 -3.09
O -1.30 -2.52 1.29
S -0.91 -4.04 0.98
O 3.46 8.53 -1.41
H 4.10 6.79 -4.86
O -5.81 -7.95 3.60
H -3.69 -1.14 -0.01
O 2.67 9.13 -3.67
H -1.96 -1.28 -0.40



Repeat the fourth record exactly.
C9H22FO21PS5Si | ωB97M-V/def2-TZVPD

As for the SMILES: O=[PH2][Si@@H](COO)S(=O)(=O)F.O=S1(=O)OCCO1.O=S1(=O)OCCO1.O=S1(=O)OCCO1.O=S1(=O)OCCO1. The HOMO energy is -0.3921 hartree. The LUMO energy is -0.02282 Ha. Its HOMO-LUMO gap is 10.05 eV. Its largest force on an atom is 1.1 eV Å⁻¹. The value obtained for the total energy is -4657.61764 hartree.

Atoms and positions in Å:
H 2.89 4.25 -4.45
H 5.37 2.59 0.13
H 5.58 6.22 -1.12
O -5.82 -7.58 6.02
S 2.77 8.18 -2.61
O 5.44 4.15 -2.44
H 0.49 4.27 -1.68
H 4.36 1.20 -1.95
O 2.15 4.22 -2.57
O -4.98 -5.87 4.45
H -3.75 -1.84 -2.34
O -7.38 -6.32 4.57
O -2.85 2.32 -2.22
P 5.48 5.64 -2.40
H -3.69 -5.57 2.85
O 3.46 -0.99 1.46
S -3.68 1.45 -1.46
C -3.24 -0.91 -2.11
C 4.93 1.60 0.11
Si 3.67 6.37 -3.52
H -2.36 -0.81 -2.75
H 5.72 0.84 0.04
O -0.64 -4.15 -0.41
H 1.51 5.38 -4.16
H 1.41 -2.29 1.45
O 0.45 -4.09 1.79
H -3.29 -6.92 3.93
C -2.89 -0.78 -0.65
O -4.82 1.93 -0.78
H -5.60 -6.76 1.93
O -1.84 -4.91 1.61
O 3.08 0.35 -0.55
H -4.40 -8.06 2.08
O -2.74 0.64 -0.45
H 1.38 -2.81 3.15
C -4.10 -6.38 3.44
C 3.91 1.44 -0.99
O 4.18 1.37 1.32
C -4.97 -7.32 2.62
H 3.29 2.33 -1.10
C 0.81 -2.76 2.22
C 2.43 4.95 -3.76
O -4.11 0.20 -2.37
O 1.79 0.83 1.49
S 3.03 0.30 1.04
O 1.14 4.95 -1.88
F 1.30 7.81 -2.21
H -1.01 -2.31 3.32
H -0.40 -0.96 2.33
C -0.51 -2.04 2.39
S -6.12 -6.93 4.79
H 6.62 6.11 -3.09
O -1.30 -2.52 1.29
S -0.91 -4.04 0.98
O 3.46 8.53 -1.41
H 4.10 6.79 -4.86
O -5.81 -7.95 3.60
H -3.69 -1.14 -0.01
O 2.67 9.13 -3.67
H -1.96 -1.28 -0.40



Please write out number 1 again, unchanged.
C24H48Cl24 | ωB97M-V/def2-TZVPD

As for the SMILES: ClCCCl.ClCCCl.ClCCCl.ClCCCl.ClCCCl.ClCCCl.ClCCCl.ClCCCl.ClCCCl.ClCCCl.ClCCCl.ClCCCl. The HOMO energy is -0.3879 hartree. For the energy above the lowest of the compared OMol25 structures with the same formula, charge and spin, the calculation gives 330.3 kJ/mol. The LUMO energy is -0.00184 Ha. Its HOMO-LUMO gap is 10.51 eV. Its largest force on an atom is 1.7 eV Å⁻¹. The value obtained for the total energy is -11987.82314 hartree.

Atoms and positions in Å:
H 7.38 -25.10 0.31
C 13.79 -23.69 0.34
Cl 13.47 -34.35 -1.27
C 9.87 -20.41 4.48
H 7.50 -36.83 4.66
H 9.43 -23.68 13.04
Cl 4.81 -23.76 0.08
C 8.16 -30.49 -4.82
H 12.56 -33.65 12.37
H 0.09 -26.63 4.96
H 13.35 -37.77 7.73
Cl 8.69 -28.93 -5.55
Cl 9.29 -24.59 9.49
Cl 11.15 -34.13 10.61
H 0.62 -28.23 4.68
H 10.53 -28.44 5.89
C 19.52 -27.91 7.89
H 18.24 -29.74 8.19
C 10.38 -28.51 4.81
H 10.62 -23.62 11.77
H 14.93 -31.86 -0.58
Cl 14.47 -32.95 10.46
H 14.77 -34.78 0.70
H 2.13 -26.59 5.98
H 15.88 -24.03 -0.21
Cl 16.07 -32.15 1.37
C 7.41 -35.78 4.36
H 8.13 -23.41 11.11
H 15.31 -36.48 7.15
H 7.36 -30.29 -4.11
Cl 11.21 -31.01 5.10
C 8.68 -24.35 11.14
H 11.24 -32.51 12.23
H 2.40 -25.63 4.65
Cl 15.75 -22.10 1.27
H 18.53 -29.45 6.54
H 8.36 -19.27 3.49
C 8.48 -19.73 4.47
H 6.82 -36.40 2.27
Cl 21.20 -28.70 7.93
Cl 5.91 -35.12 5.02
H 19.27 -27.54 8.89
H 8.32 -18.84 5.08
C 12.97 -32.09 10.94
H 13.31 -31.32 11.64
Cl 7.60 -24.43 -1.96
C 15.39 -32.74 -0.13
H 13.41 -24.59 -0.14
H 14.62 -38.85 7.10
Cl 10.23 -25.86 12.71
Cl 7.19 -20.95 4.65
H 9.37 -28.89 4.66
C 9.79 -24.21 12.15
H 9.96 -21.12 3.66
H 10.26 -31.24 -4.72
H 13.19 -23.59 1.25
H 7.93 -25.11 11.36
H 15.54 -24.40 1.50
H 5.04 -26.03 0.13
C 14.77 -36.87 6.29
C 2.19 -26.67 4.90
H 13.60 -33.56 0.88
Cl 7.09 -34.09 2.21
Cl 10.49 -26.94 4.11
H 10.12 -20.90 5.42
C 5.43 -25.30 -0.59
H 7.26 -26.41 -0.75
Cl 12.93 -38.81 5.64
C 18.42 -28.93 7.49
H 9.06 -32.07 -3.75
H 11.21 -29.76 3.15
C 14.37 -33.90 0.19
H 12.61 -31.52 10.09
C 6.94 -25.38 -0.64
Cl 11.09 -19.16 4.01
H 8.20 -35.22 4.86
H 19.53 -27.11 7.15
Cl 3.58 -27.63 4.34
H 7.70 -31.13 -5.57
H 5.06 -25.48 -1.60
C 9.39 -31.09 -4.09
Cl 13.16 -22.42 -0.77
H 14.27 -36.06 5.77
C 15.30 -23.74 0.67
C 12.01 -33.03 11.67
C 13.95 -38.02 6.85
C 0.83 -27.20 4.40
Cl 16.89 -28.11 7.56
Cl 0.56 -26.92 2.60
C 11.33 -29.51 4.20
H 12.35 -29.18 4.42
Cl 16.05 -37.60 5.33
H 8.45 -35.97 2.41
C 7.47 -35.72 2.81
H 16.20 -33.09 -0.77
Cl 9.86 -30.19 -2.64